Entry 1:
DFT (ωB97M-V/def2-TZVPD) results for a 6-piece molecular cluster, C18H50BClNO20PS5 overall in a non-equilibrium geometry.

The value obtained for the HOMO energy is -9.74 eV. Its HOMO-LUMO gap is 9.99 eV. The calculation puts the molecular weight at 838.16 g mol⁻¹.

Each line ends with the Löwdin charge.
Positions of all 97 atoms, in Å:
N1 3.325 0.695 1.763  0.19
B1 3.389 2.095 1.435  -0.74
O1 4.555 2.667 1.007  0.18
O2 2.269 3.014 1.424  -0.01
P1 1.618 3.404 2.823  0.38
O3 2.323 2.831 3.988  -0.22
O4 1.559 5.001 2.719  -0.09
O5 0.074 3.096 2.707  -0.17
C1 -0.753 3.738 1.705  -0.21
C2 -1.264 2.768 0.656  -0.23
C3 -1.830 1.475 1.248  -0.56
Cl1 -0.747 0.086 0.994  0.60
H1 2.800 0.145 1.095  0.07
H2 2.930 0.528 2.679  0.08
H3 4.390 3.512 0.595  0.10
H4 2.449 5.349 2.799  0.09
H5 -0.205 4.560 1.254  0.11
H6 -1.590 4.164 2.254  0.13
H7 -0.480 2.533 -0.060  0.10
H8 -2.052 3.267 0.090  0.10
H9 -2.768 1.236 0.782  0.03
H10 -1.973 1.544 2.321  0.07
C4 -4.211 3.854 -4.063  -0.07
C5 -5.364 3.281 -3.267  -0.24
O6 -5.243 1.842 -3.080  -0.26
S1 -4.266 1.356 -1.940  0.55
C6 -4.803 -0.314 -1.854  -0.11
O7 -4.591 2.038 -0.721  -0.28
O8 -2.915 1.400 -2.411  -0.28
H11 -3.278 3.804 -3.504  0.07
H12 -4.422 4.898 -4.296  0.08
H13 -4.072 3.303 -4.994  0.08
H14 -5.457 3.767 -2.299  0.07
H15 -6.303 3.411 -3.801  0.12
H16 -5.842 -0.329 -1.539  0.08
H17 -4.169 -0.808 -1.120  0.08
H18 -4.677 -0.769 -2.832  0.08
C7 6.484 1.118 -1.221  -0.06
C8 6.586 0.862 -2.709  -0.24
O9 7.184 1.969 -3.434  -0.27
S2 8.763 2.094 -3.394  0.56
C9 8.936 3.218 -4.734  -0.12
O10 9.332 0.827 -3.737  -0.28
O11 9.165 2.735 -2.182  -0.27
H19 7.469 1.141 -0.759  0.08
H20 5.899 0.332 -0.741  0.09
H21 6.004 2.072 -1.023  0.07
H22 7.148 -0.046 -2.933  0.11
H23 5.604 0.761 -3.164  0.12
H24 8.577 2.739 -5.640  0.07
H25 9.996 3.446 -4.812  0.08
H26 8.368 4.116 -4.509  0.07
C10 1.083 -6.174 1.023  -0.07
C11 2.168 -5.132 0.886  -0.24
O12 2.153 -4.465 -0.407  -0.26
S3 1.082 -3.323 -0.621  0.54
C12 1.804 -2.591 -2.043  -0.12
O13 1.154 -2.416 0.484  -0.32
O14 -0.181 -3.893 -0.970  -0.27
H27 0.094 -5.718 1.053  0.08
H28 1.227 -6.740 1.942  0.07
H29 1.106 -6.867 0.183  0.09
H30 2.109 -4.375 1.669  0.11
H31 3.157 -5.581 0.937  0.12
H32 2.781 -2.206 -1.772  0.07
H33 1.140 -1.784 -2.347  0.08
H34 1.876 -3.343 -2.824  0.08
C13 1.224 -12.566 2.984  -0.07
C14 -0.094 -11.922 2.611  -0.25
O15 -0.650 -11.126 3.689  -0.26
S4 -0.044 -9.678 3.904  0.56
C15 -1.317 -9.044 4.934  -0.12
O16 -0.038 -8.994 2.645  -0.28
O17 1.174 -9.770 4.646  -0.27
H35 2.011 -11.823 3.103  0.07
H36 1.520 -13.262 2.199  0.08
H37 1.131 -13.110 3.923  0.08
H38 -0.006 -11.297 1.723  0.11
H39 -0.858 -12.672 2.417  0.12
H40 -2.246 -9.029 4.372  0.08
H41 -1.018 -8.036 5.211  0.08
H42 -1.396 -9.675 5.814  0.08
C16 -7.766 8.244 0.451  -0.07
C17 -6.820 8.193 -0.729  -0.24
O18 -5.445 7.955 -0.331  -0.26
S5 -5.038 6.465 0.016  0.57
C18 -3.296 6.680 -0.037  -0.11
O19 -5.457 5.616 -1.060  -0.28
O20 -5.444 6.148 1.348  -0.26
H43 -7.866 7.269 0.925  0.07
H44 -8.750 8.566 0.110  0.08
H45 -7.403 8.947 1.199  0.09
H46 -7.112 7.430 -1.452  0.11
H47 -6.782 9.148 -1.248  0.12
H48 -3.007 6.969 -1.043  0.08
H49 -2.861 5.718 0.228  0.06
H50 -3.017 7.439 0.689  0.08


Entry 2:
DFT (ωB97M-V/def2-TZVPD) results for C52H41N6O3P2SV as an isolated structure in a non-equilibrium geometry.

The value obtained for the HOMO energy (spin up / spin down) is -12.35 / -12.35 eV. Its HOMO-LUMO gap (spin up / spin down) is 4.78 / 4.78 eV. The calculation puts the molecular weight at 942.90 g mol⁻¹. Its relative energy (zero: lowest compared OMol25 entry of this formula, charge and spin) is 1.505 eV. As for the charge: +2.

Each line ends with the Löwdin charge.
Positions of all 106 atoms, in Å:
V1 0.390 0.637 -0.898  1.02
O1 -0.511 4.810 -0.270  -0.33
S1 2.173 3.531 -0.433  1.04
C1 1.549 2.220 -1.521  -0.61
C2 0.283 2.341 -2.174  -0.17
C3 0.095 1.773 -3.457  -0.03
C4 1.101 1.063 -4.063  -0.02
C5 2.334 0.871 -3.410  -0.06
C6 2.576 1.395 -2.157  -0.36
P1 4.206 1.258 -1.265  1.12
C7 5.331 0.815 -2.630  -0.40
C8 5.268 -0.383 -3.349  -0.14
C9 6.104 -0.583 -4.435  -0.06
C10 7.025 0.392 -4.798  -0.05
C11 7.102 1.575 -4.079  -0.06
C12 6.253 1.790 -3.002  -0.09
C13 3.919 -0.294 -0.335  -0.36
C14 4.876 -1.311 -0.299  -0.07
C15 4.693 -2.409 0.529  -0.05
C16 3.572 -2.507 1.343  -0.06
C17 2.632 -1.487 1.338  -0.07
C18 2.823 -0.384 0.520  -0.15
C19 1.725 3.120 1.256  -0.48
C20 2.780 2.655 2.040  -0.11
C21 2.578 2.296 3.363  -0.04
C22 1.314 2.395 3.920  -0.04
C23 0.272 2.913 3.169  -0.07
C24 0.455 3.300 1.843  -0.28
P2 -0.878 4.281 1.061  0.77
C25 -2.274 3.136 0.765  -0.25
C26 -1.858 0.688 0.702  -0.30
C27 -2.593 0.324 -0.557  -0.05
C28 -3.448 1.137 -1.275  -0.09
C29 -3.677 2.511 -1.192  -0.07
C30 -2.947 3.409 -0.397  -0.07
C31 -1.253 5.629 2.195  -0.28
C32 -2.456 5.822 2.859  -0.07
C33 -2.682 7.020 3.523  -0.06
C34 -1.717 8.015 3.518  -0.05
C35 -0.495 7.804 2.891  -0.05
C36 -0.261 6.614 2.227  -0.07
H1 -0.405 3.111 -1.838  0.11
H2 -0.828 1.971 -3.988  0.13
H3 0.973 0.689 -5.071  0.13
H4 3.130 0.355 -3.931  0.10
H5 4.579 -1.164 -3.045  0.10
H6 6.042 -1.503 -5.002  0.11
H7 7.685 0.225 -5.639  0.12
H8 7.826 2.330 -4.356  0.12
H9 6.306 2.715 -2.441  0.10
H10 5.762 -1.244 -0.915  0.11
H11 5.442 -3.190 0.553  0.12
H12 3.452 -3.351 2.008  0.11
H13 1.767 -1.529 1.990  0.12
H14 2.113 0.447 0.597  0.07
H15 3.765 2.582 1.596  0.10
H16 3.413 1.942 3.952  0.12
H17 1.153 2.115 4.952  0.12
H18 -0.701 3.059 3.629  0.11
H19 -1.891 -0.156 1.403  0.12
H20 -2.589 -0.738 -0.773  0.10
H21 -4.002 0.625 -2.054  0.12
H22 -4.379 2.941 -1.894  0.11
H23 -2.866 4.438 -0.735  0.13
H24 -3.224 5.066 2.861  0.06
H25 -3.623 7.178 4.032  0.11
H26 -1.920 8.965 3.994  0.12
H27 0.267 8.572 2.908  0.11
H28 0.677 6.441 1.714  0.11
C37 -5.547 -8.767 -0.509  -0.04
C38 -4.866 -7.561 0.067  -0.26
C39 -4.343 -6.561 -0.746  -0.03
C40 -3.724 -5.443 -0.206  -0.04
C41 -3.615 -5.306 1.174  -0.25
N1 -3.038 -4.152 1.782  0.16
C42 -1.981 -3.413 1.388  -0.49
O2 -1.738 -2.304 1.850  0.02
N2 -1.147 -4.026 0.450  0.16
C43 -0.238 -3.391 -0.372  -0.17
C44 0.557 -4.106 -1.274  0.05
C45 1.386 -3.405 -2.128  0.00
C46 1.407 -2.021 -2.107  -0.08
N3 0.673 -1.323 -1.232  -0.03
C47 -0.097 -2.004 -0.372  -0.06
C48 -4.146 -6.292 1.999  -0.01
C49 -4.757 -7.402 1.448  -0.02
H29 -5.517 -8.763 -1.596  0.08
H30 -6.591 -8.797 -0.191  0.09
H31 -5.077 -9.682 -0.148  0.09
H32 -4.442 -6.641 -1.821  0.12
H33 -3.364 -4.661 -0.862  0.11
H34 -3.530 -3.764 2.573  0.15
H35 -1.250 -5.024 0.339  0.15
H36 0.525 -5.188 -1.304  0.14
H37 2.024 -3.931 -2.823  0.13
H38 2.028 -1.469 -2.795  0.10
H39 -0.620 -1.453 0.386  0.08
H40 -4.072 -6.181 3.074  0.12
H41 -5.165 -8.162 2.104  0.13
O3 -0.521 0.949 0.369  -0.16
N4 -2.477 1.854 1.358  0.08
C50 -3.543 1.621 2.102  -0.13
C51 -3.894 0.287 2.424  -0.10
N5 -4.186 -0.811 2.597  0.29
C52 -4.369 2.685 2.534  -0.10
N6 -5.051 3.537 2.896  0.27


Entry 3:
DFT (ωB97M-V/def2-TZVPD) results for C19H26BN2O2SeSi2Sn as an isolated structure in a non-equilibrium geometry.

The value obtained for the HOMO energy (spin up / spin down) is -1.62 / -1.25 eV. Its HOMO-LUMO gap (spin up / spin down) is 4.32 / 3.82 eV. The calculation puts the molecular weight at 579.08 g mol⁻¹. Its relative energy (zero: lowest compared OMol25 entry of this formula, charge and spin) is 2.356 eV. As for the charge: -1.

Each line ends with the natural charge from an NBO analysis.
Positions of all 54 atoms, in Å:
Sn1 0.330 -0.644 -1.055  0.73
C1 -0.604 2.733 -3.318  -1.13
Si1 -1.822 2.033 -2.020  1.71
C2 -2.727 3.644 -1.364  -1.10
C3 -2.928 0.836 -2.995  -1.14
C4 -0.955 1.182 -0.455  -1.39
C5 0.226 1.865 0.049  0.24
C6 0.197 3.020 0.828  -0.27
C7 1.346 3.537 1.446  -0.17
C8 2.618 2.879 1.174  -0.29
C9 2.611 1.660 0.492  0.05
N1 1.461 1.146 -0.043  -0.59
Si2 -2.050 0.322 0.806  1.75
C10 -3.292 1.531 1.510  -1.14
C11 -1.057 -0.371 2.267  -1.14
C12 -3.008 -1.102 0.012  -1.13
H1 -1.094 3.537 -3.886  0.22
H2 -0.235 2.003 -4.080  0.26
H3 0.323 3.071 -2.817  0.23
H4 -2.292 4.460 -1.871  0.22
H5 -2.711 3.764 -0.248  0.23
H6 -3.820 3.545 -1.640  0.22
H7 -2.909 0.916 -4.088  0.24
H8 -4.009 1.085 -2.741  0.22
H9 -2.675 -0.187 -2.792  0.26
H10 -0.816 3.410 1.080  0.22
H11 1.341 4.429 2.001  0.21
H12 3.632 3.155 1.527  0.22
H13 3.537 1.174 0.243  0.20
H14 -2.717 2.398 1.837  0.22
H15 -3.940 1.038 2.247  0.23
H16 -3.918 1.835 0.683  0.23
H17 -1.246 0.373 3.067  0.22
H18 0.038 -0.343 2.042  0.25
H19 -1.387 -1.348 2.701  0.24
H20 -2.505 -2.044 0.209  0.25
H21 -3.038 -0.911 -1.075  0.25
H22 -4.015 -1.142 0.397  0.22
Se1 1.101 -0.589 -3.513  -0.23
C13 -0.142 -2.015 -3.415  0.02
N2 -0.957 -2.873 -3.489  -0.44
O1 1.182 -3.632 0.551  -0.68
B1 1.320 -2.201 0.331  0.64
O2 2.496 -1.874 1.166  -0.69
C14 3.140 -3.030 1.464  0.26
C15 4.409 -3.112 1.958  -0.27
C16 4.871 -4.392 2.194  -0.21
C17 4.045 -5.544 2.066  -0.25
C18 2.774 -5.415 1.398  -0.25
C19 2.326 -4.123 1.108  0.23
H23 5.068 -2.334 1.976  0.21
H24 5.958 -4.532 2.519  0.20
H25 4.432 -6.554 2.236  0.21
H26 2.088 -6.273 1.326  0.22